ORCA calculation (ωB97M-V/def2-TZVPD) on a 2-piece molecular cluster, C4H6BrNO overall.

Results
energy above the lowest of the compared OMol25 structures with the same formula, charge and spin	39.4	kcal/mol
total energy	-2859.9468	Eh
Kohn-Sham gap	10.231	eV
total charge	0
multiplicity	1

The geometry in XYZ format:
```
13
Properties=species:S:1:pos:R:3:mulliken_charge:R:1
C 1.24514 -0.13168 2.10821 0.10
C -1.40382 -0.01319 -0.41197 -0.45
C -0.29920 0.32046 -1.41681 -0.56
C -0.01874 0.20676 0.00722 0.50
N 0.84458 0.17208 0.88573 -0.26
O 1.57458 -1.23797 2.48292 -0.54
Br 2.44227 -4.39543 1.81661 -0.32
H 1.39961 0.77490 2.72317 0.28
H -2.13880 0.74866 -0.20442 0.23
H -1.79181 -1.02105 -0.37151 0.23
H 0.07097 -0.46541 -2.06160 0.23
H -0.30758 1.29351 -1.88363 0.23
H 2.08220 -3.08014 2.18308 0.32
```


ORCA calculation (ωB97M-V/def2-TZVPD) on a single C4H6BrOP molecule.

Results
energy above the lowest of the compared OMol25 structures with the same formula, charge and spin	21.6	kcal/mol
total energy	-3146.5871	Eh
Kohn-Sham gap	9.096	eV
total charge	0
multiplicity	1

The geometry in XYZ format:
```
13
Properties=species:S:1:pos:R:3:mulliken_charge:R:1
C -0.38116 1.05629 0.50998 0.10
C -1.67599 1.02471 0.53794 -0.78
C 0.54281 -0.03463 0.00794 -0.61
C -0.09799 -1.25227 -0.65192 -0.56
O -2.52084 -2.44606 0.13447 -0.57
P -1.94736 -1.25520 -0.47779 0.59
Br -2.78999 -0.96071 -2.49925 -0.20
H 0.17779 1.91117 0.88705 0.34
H -2.51651 1.60785 0.81812 0.39
H 1.22894 0.43783 -0.70062 0.29
H 1.13699 -0.34360 0.87537 0.28
H 0.15278 -1.29503 -1.71223 0.40
H 0.21268 -2.17778 -0.16298 0.33
```


ORCA calculation (ωB97M-V/def2-TZVPD) on a single C4H6BrP molecule.

Results
energy above the lowest of the compared OMol25 structures with the same formula, charge and spin	23.1	kcal/mol
total energy	-3071.3273	Eh
Kohn-Sham gap	10.004	eV
total charge	0
multiplicity	1

The geometry in XYZ format:
```
12
Properties=species:S:1:pos:R:3:mulliken_charge:R:1
C -1.00363 0.93453 -0.15939 -0.38
C -1.45280 1.63305 -1.02217 0.12
C -0.42166 0.11293 0.88300 -0.63
C 0.17212 -1.18977 0.33801 -0.86
P 1.56054 -1.01885 -0.89824 0.07
Br 2.92296 0.27140 0.24116 -0.18
H 0.97682 0.03981 -1.61288 0.06
H -1.86651 2.23836 -1.77184 0.42
H 0.35276 0.68987 1.39901 0.31
H -1.20165 -0.13291 1.61269 0.28
H 0.55922 -1.80124 1.16160 0.37
H -0.59817 -1.77717 -0.17094 0.42
```


ORCA calculation (ωB97M-V/def2-TZVPD) on a 2-piece molecular cluster, C4H6BrP overall.

Results
energy above the lowest of the compared OMol25 structures with the same formula, charge and spin	86.3	kcal/mol
total energy	-3071.2267	Eh
Kohn-Sham gap (alpha / beta)	8.643 / 5.623	eV
total charge	0
multiplicity	1

The geometry in XYZ format:
```
12
Properties=species:S:1:pos:R:3:mulliken_charge:R:1
C -1.12984 0.54424 0.01944 -0.05
C -0.53482 -0.77640 -0.08830 -0.29
C 0.91646 -0.45228 0.31389 -0.52
C 1.21793 0.98151 -0.15824 -0.78
P -0.39447 2.00680 0.02575 -0.16
Br -4.59461 -0.44098 -0.05482 -0.07
H -1.00026 -1.50961 0.56983 0.30
H -0.60141 -1.14601 -1.11755 0.26
H 0.99045 -0.48782 1.40182 0.30
H 1.62654 -1.16465 -0.10710 0.29
H 2.02363 1.43732 0.41436 0.40
H 1.48038 1.00788 -1.21908 0.33
```


ORCA calculation (ωB97M-V/def2-TZVPD) on a single C4H6Cl2 molecule.

Results
energy above the lowest of the compared OMol25 structures with the same formula, charge and spin	65.8	kcal/mol
total energy	-1076.2773	Eh
Kohn-Sham gap	10.662	eV
total charge	0
multiplicity	1

The geometry in XYZ format:
```
12
Properties=species:S:1:pos:R:3:mulliken_charge:R:1
C -1.16378 0.51664 -1.74040 -1.07
C -0.02104 -0.00018 -0.80451 0.57
C 0.03912 -1.56463 -0.50204 -0.65
C -0.73987 -0.45411 0.32504 0.01
H -2.30098 0.07721 -1.51061 0.27
H -1.18753 1.53939 -1.18139 0.37
H -0.94962 0.39280 -2.89445 0.27
H 0.99159 -2.17384 -0.25496 0.26
H -0.38014 -2.14646 -1.26322 0.24
H -1.77401 -0.13817 0.03028 0.11
Cl 1.39969 1.03416 -0.66660 -0.19
Cl -0.40474 -0.35988 2.04341 -0.19
```


ORCA calculation (ωB97M-V/def2-TZVPD) on a single C4H6Cl3NSi molecule.

Results
energy above the lowest of the compared OMol25 structures with the same formula, charge and spin	16.9	kcal/mol
total energy	-1880.9771	Eh
Kohn-Sham gap	11.333	eV
total charge	0
multiplicity	1

The geometry in XYZ format:
```
15
Properties=species:S:1:pos:R:3:mulliken_charge:R:1
N 2.96401 -1.50081 -1.70452 -0.46
Cl 0.19996 2.42642 2.15567 -0.27
Cl 0.28984 -0.82526 2.55492 -0.31
Cl -2.56763 0.66409 2.72908 -0.23
C 1.92402 -1.25933 -1.26284 -0.01
C 0.80981 -0.97677 -0.56641 0.05
C 0.06868 0.27421 -1.10200 -0.53
C -1.13820 0.63943 -0.20894 -0.70
Si -0.87414 0.68237 1.59786 0.74
H 1.10474 -1.00046 0.53943 -0.03
H 0.15483 -1.77465 -0.65184 0.37
H 0.77262 1.14965 -1.07000 0.32
H -0.20671 0.00849 -2.13336 0.35
H -1.53891 1.58679 -0.51594 0.38
H -1.96293 -0.09417 -0.36110 0.34
```


ORCA calculation (ωB97M-V/def2-TZVPD) on a single C4H6Cl4O molecule.

Results
energy above the lowest of the compared OMol25 structures with the same formula, charge and spin	0.0	kcal/mol
total energy	-2072.0077	Eh
Kohn-Sham gap	11.107	eV
total charge	0
multiplicity	1

The geometry in XYZ format:
```
15
Properties=species:S:1:pos:R:3:mulliken_charge:R:1
C -0.19627 0.18804 1.13010 -1.40
C 0.22914 -0.85124 -1.15202 -0.66
C -0.18581 0.42714 -0.36868 0.28
C -1.64883 0.79413 -0.76946 0.62
O 0.74782 1.46845 -0.61868 -0.54
Cl 1.85673 -1.38450 -0.81201 -0.19
Cl -1.75763 0.85230 -2.52649 -0.13
Cl -2.80065 -0.35458 -0.08152 -0.12
Cl -2.09079 2.41040 -0.15649 -0.15
H -0.67207 1.09902 1.49390 0.43
H 0.79428 0.01101 1.61040 0.34
H -0.89012 -0.62326 1.53907 0.33
H 0.26357 -0.70454 -2.21152 0.38
H -0.59803 -1.61399 -1.04421 0.38
H 0.41949 2.26606 -0.15316 0.44
```


ORCA calculation (ωB97M-V/def2-TZVPD) on a single C4H6ClFN2 molecule.

Results
energy above the lowest of the compared OMol25 structures with the same formula, charge and spin	22.7	kcal/mol
total energy	-825.5366	Eh
Kohn-Sham gap	9.366	eV
total charge	0
multiplicity	1

The geometry in XYZ format:
```
14
Properties=species:S:1:pos:R:3:mulliken_charge:R:1
C -0.84770 0.81166 1.76144 -0.34
C -0.15382 0.39886 0.48216 0.13
C 0.71016 -0.70663 -1.39933 -0.64
C -0.20808 -0.94153 -0.16573 0.40
H -0.27934 1.67013 2.17652 0.32
H -1.88318 1.22750 1.61980 0.20
H 1.81500 1.12408 -1.69854 0.25
H 0.39034 -1.04642 -2.34819 0.31
H 1.69521 -1.27593 -1.22417 0.23
H 0.07844 -1.81552 0.40092 0.33
N 0.60068 1.26793 -0.14453 -0.55
N 0.95920 0.75409 -1.31345 -0.14
F -0.96799 -0.27687 2.53145 -0.28
Cl -1.90892 -1.19135 -0.67836 -0.22
```